ORCA calculation (ωB97M-V with the def2-TZVPD basis set) on a 5-piece molecular cluster, C3H14NO4 overall in a non-equilibrium geometry.

E_LUMO (alpha / beta) = 0.2434 / 0.2426 Eh
HOMO level (alpha / beta) = 2.52 / 0.43 eV
E = -478.18453 hartree
<S²> = 0.755
Charge = -2
Maximum force = 3.8 eV/Å
Spin multiplicity = 2

Last column: natural (NBO) charge in e.
Cartesian coordinates (Å):
C 1.81061 2.17160 -2.58742  -0.4432
N 0.58825 1.80593 -1.92187  -0.8983
C 1.00726 0.00789 -0.95682  -0.6226
C -0.30482 -0.30234 -0.22129  -0.0846
O -0.38772 -1.67468 0.25471  -0.8338
H 1.89759 1.96534 -3.68029  0.1046
H 2.00509 3.24287 -2.50075  0.1448
H 2.71659 1.72490 -2.11311  0.1146
H 0.34037 0.68488 -2.05191  0.3505
H 1.39665 -0.92445 -1.37019  0.1553
H 1.69912 0.29082 -0.15567  0.1758
H -0.32193 0.39155 0.63190  0.1417
H -1.22609 -0.13291 -0.78776  0.1439
H -1.25246 -1.65878 0.81252  0.5255
H -2.49964 -2.50769 2.40340  0.4164
O -2.19446 -1.62861 2.16412  -1.2499
H 1.02457 -1.76208 1.31136  0.5148
H 1.71402 -0.95095 2.39928  0.4478
O 1.85883 -1.73038 1.85472  -1.0076
H -3.18729 -0.46548 2.14192  0.5131
H -3.00984 1.01462 2.38136  0.4379
O -3.67470 0.43796 1.99180  -1.0466

***

ORCA calculation (ωB97M-V with the def2-TZVPD basis set) on a 3-piece molecular cluster, C3H14NO4 overall in a non-equilibrium geometry.

E_LUMO = -0.1087 Eh
HOMO level = -14.19 eV
E = -478.10918 hartree
Charge = +1
Maximum force = 6.8 eV/Å

Last column: natural (NBO) charge in e.
Cartesian coordinates (Å):
C -1.22634 -1.11218 0.41851  -0.1005
O -0.35554 -2.16057 0.48708  -0.7165
C -0.41578 0.12415 0.24284  -0.1100
C -1.40442 1.28402 0.38456  -0.1090
O -1.11365 2.13306 1.54621  -0.7588
N 0.64999 0.25162 1.29049  -0.7180
H -1.82037 -1.35916 1.30944  0.2185
H -1.94364 -0.91706 -0.39460  0.1976
H -0.33150 -2.39644 -0.57784  0.5082
H 0.04149 0.29050 -0.67478  0.2267
H -1.57337 1.85249 -0.58987  0.2022
H -2.40336 1.07759 0.76740  0.2182
H -1.26861 3.09600 1.32961  0.5061
H 1.56341 0.01862 0.82283  0.4803
H 0.71334 1.30906 1.53026  0.4716
H 0.38128 -0.34638 2.13505  0.4588
H 3.85344 0.03395 0.28958  0.4923
H 3.68802 1.31760 -0.62919  0.5139
O 3.18285 0.55051 -0.13983  -0.9879
H -0.13596 -2.43524 -3.43033  0.4940
H -0.04215 -0.90292 -3.34486  0.4850
O -0.03914 -1.70923 -2.77256  -0.9725

***

ORCA calculation (ωB97M-V with the def2-TZVPD basis set) on a 4-piece molecular cluster, C3H14O3S overall in a non-equilibrium geometry.

E_LUMO = 0.0234 Eh
HOMO level = -8.50 eV
E = -746.58050 hartree
Structure (SMILES) = CCSC.O.O.O
Charge = 0
Maximum force = 1.4 eV/Å

Last column: natural (NBO) charge in e.
Cartesian coordinates (Å):
C -0.46631 -1.05406 -2.17282  -0.6156
C -0.18847 -0.24796 -0.91016  -0.5216
S 0.53821 -1.30771 0.38979  0.1636
C -0.15916 -0.84026 1.97884  -0.7569
H -0.92613 -0.38603 -2.90247  0.2134
H 0.43417 -1.51289 -2.57008  0.2084
H -1.18660 -1.83759 -1.94488  0.2241
H 0.35135 0.68790 -1.06095  0.1989
H -1.15543 0.02968 -0.47837  0.2227
H 0.02538 -1.66635 2.64524  0.2308
H -1.20668 -0.57009 1.91701  0.2207
H 0.36898 -0.00737 2.45188  0.2215
O -2.85803 -1.78781 0.07964  -0.9550
H -1.94149 -2.02429 0.28084  0.4734
H -3.38376 -2.32300 0.68274  0.4706
O 0.84043 3.42327 0.80168  -0.9299
H -0.08311 3.48394 0.53128  0.4630
H 0.92909 4.21159 1.35009  0.4682
O 3.34977 1.16603 0.02269  -0.9323
H 4.12431 1.30352 -0.52873  0.4637
H 2.59349 1.25947 -0.56327  0.4684

***

ORCA calculation (ωB97M-V with the def2-TZVPD basis set) on a 4-piece molecular cluster, C3H14O3S overall.

E_LUMO (alpha / beta) = -0.1501 / -0.3351 Eh
HOMO level (alpha / beta) = -13.10 / -13.10 eV
E = -746.24165 hartree
<S²> = 0.753
Charge = +1
Maximum force = 0.9 eV/Å
Spin multiplicity = 2

Last column: natural (NBO) charge in e.
Cartesian coordinates (Å):
C -2.90275 0.61268 -0.44419  -0.6095
C -2.56771 -0.73107 0.23316  -0.3650
C -2.74534 -1.88404 -0.82870  -0.6280
S -2.27423 -3.46504 -0.26103  0.7315
H -1.98000 1.03661 -0.81779  0.2338
H -3.56902 0.48034 -1.28829  0.2182
H -3.30723 1.28632 0.28993  0.2504
H -3.09256 -0.96332 1.14997  0.2244
H -1.52296 -0.75997 0.50566  0.2248
H -3.82040 -1.91841 -1.02729  0.2922
H -2.20725 -1.66202 -1.75332  0.2774
H -3.19274 -3.55644 0.72589  0.1496
H 3.86174 0.81279 1.30942  0.4707
H 3.13120 -0.54510 1.35866  0.4665
O 3.73324 -0.01189 0.83466  -0.9371
H 5.17066 4.04678 -0.33628  0.4634
H 6.03086 3.86689 -1.63320  0.4745
O 5.97561 4.32039 -0.79042  -0.9380
H 1.97821 3.30040 1.38171  0.4733
H 0.58896 3.56539 0.74591  0.4735
O 1.05673 3.02979 1.39734  -0.9466

***

ORCA calculation (ωB97M-V with the def2-TZVPD basis set) on a 4-piece molecular cluster, C3H14O4 overall in a non-equilibrium geometry.

E_LUMO = 0.0288 Eh
HOMO level = -10.40 eV
E = -423.63537 hartree
Structure (SMILES) = CCCO.O.O.O
Charge = 0
Maximum force = 4.4 eV/Å

Last column: natural (NBO) charge in e.
Cartesian coordinates (Å):
C -3.13647 -0.46361 -0.05134  -0.6017
C -2.05013 0.47192 0.25569  -0.4418
C -0.76195 0.32174 -0.49983  -0.0622
O 0.32920 1.24052 -0.00118  -0.7737
H -3.31880 -0.43265 -1.14520  0.2009
H -4.06079 -0.12741 0.42316  0.2170
H -2.97033 -1.50582 0.07172  0.2071
H -2.49979 1.44721 0.19263  0.2079
H -1.71230 0.54879 1.25187  0.2027
H -0.26410 -0.64231 -0.35820  0.1761
H -0.85969 0.43962 -1.55439  0.1779
H 0.47136 1.00461 0.87769  0.4949
O 2.92602 -1.38152 0.08639  -0.9660
H 3.80891 -1.58662 0.03994  0.4717
H 2.82336 -0.68338 -0.59239  0.5073
O 2.31724 0.83334 -1.84604  -0.9635
H 1.52870 1.03335 -1.40614  0.4956
H 2.86503 1.56387 -1.71021  0.4682
O 1.46366 -0.30328 2.01633  -0.9841
H 1.09662 -1.03857 2.56738  0.4698
H 2.00426 -0.73982 1.38212  0.4959

***

ORCA calculation (ωB97M-V with the def2-TZVPD basis set) on a 4-piece molecular cluster, C3H14O4 overall in a non-equilibrium geometry.

E_LUMO = 0.0142 Eh
HOMO level = -10.59 eV
E = -423.58926 hartree
Structure (SMILES) = CC(C)O.O.O.O
Charge = 0
Maximum force = 5.1 eV/Å

Last column: natural (NBO) charge in e.
Cartesian coordinates (Å):
C -2.09909 -0.19157 0.03892  -0.6500
C -0.83263 -0.83618 0.70498  0.1037
C 0.11910 0.14906 1.39337  -0.6422
O 0.01615 -1.35200 -0.39095  -0.7528
H -2.25605 -0.42006 -0.98446  0.2241
H -2.00438 0.87189 0.30160  0.2218
H -2.98594 -0.49536 0.54258  0.1923
H -1.08222 -1.73433 1.25192  0.1694
H -0.22262 0.86255 2.05422  0.2185
H 0.65155 0.72887 0.61962  0.2229
H 1.01141 -0.49839 1.72331  0.2210
H -0.60436 -1.80334 -1.03219  0.4718
O 4.24885 3.55518 -0.02998  -0.9488
H 4.00889 3.69557 0.82858  0.4583
H 3.83055 2.78737 -0.36170  0.4870
O -3.82947 -2.05104 -1.76900  -0.9317
H -3.81968 -1.40654 -0.99817  0.4661
H -4.00419 -2.92421 -1.13778  0.4651
O 3.43725 0.75133 -0.72399  -0.9546
H 2.76379 0.04694 -0.43861  0.4824
H 3.65307 0.26425 -1.59226  0.4756

***

ORCA calculation (ωB97M-V with the def2-TZVPD basis set) on a 4-piece molecular cluster, C3H14O4 overall.

E_LUMO = 0.0144 Eh
HOMO level = -10.26 eV
E = -423.63785 hartree
Structure (SMILES) = CC(C)O.O.O.O
Charge = 0
Maximum force = 0.8 eV/Å

Last column: natural (NBO) charge in e.
Cartesian coordinates (Å):
C 0.99491 1.30557 -0.45480  -0.6226
C 1.06214 0.14892 -1.43640  0.1013
C 1.04116 -1.17200 -0.68307  -0.6389
O -0.02461 0.23980 -2.34662  -0.7254
H 1.10758 2.24511 -0.98317  0.2184
H 0.01338 1.26084 0.01865  0.2083
H 1.82916 1.15267 0.24517  0.1973
H 1.99492 0.18054 -2.02055  0.1580
H 1.97081 -1.25232 -0.12356  0.2201
H 0.21951 -1.15152 0.05146  0.1998
H 0.88281 -2.01826 -1.35454  0.2101
H -0.55641 -0.55666 -2.25575  0.4715
O 2.83619 0.87523 3.74509  -0.9345
H 2.23415 1.07702 3.01987  0.4668
H 2.25886 0.52620 4.43453  0.4680
O -3.18187 -2.19836 -1.32653  -0.9394
H -2.68143 -3.00677 -1.17886  0.4682
H -3.01741 -1.67620 -0.53374  0.4720
O -2.96986 0.99481 1.25738  -0.9438
H -3.43918 1.17439 0.43330  0.4723
H -2.57482 1.85100 1.49214  0.4723

***

ORCA calculation (ωB97M-V with the def2-TZVPD basis set) on a 4-piece molecular cluster, C3H15NO4 overall in a non-equilibrium geometry.

E_LUMO = 0.0096 Eh
HOMO level = -9.78 eV
E = -478.93760 hartree
Structure (SMILES) = C[C@H](N)CO.O.O.O
Charge = 0
Maximum force = 5.9 eV/Å

Last column: natural (NBO) charge in e.
Cartesian coordinates (Å):
C -1.69870 -1.92001 2.24673  -0.6271
C -0.65771 -1.45911 1.28199  -0.0687
N -0.94921 -1.76811 -0.27081  -0.8418
C 0.80519 -2.02422 1.57808  -0.0650
O 1.77029 -1.24797 0.97075  -0.7360
H -2.72009 -1.57803 1.84198  0.2062
H -1.74124 -2.94849 2.38131  0.2033
H -1.65754 -1.47889 3.27073  0.2208
H -0.68253 -0.39344 1.39156  0.1864
H -1.96669 -1.90482 -0.38146  0.3561
H -0.47897 -2.55846 -0.47050  0.3353
H 1.08719 -1.78161 2.62266  0.1923
H 0.92584 -3.04082 1.19470  0.1629
H 2.08696 -1.49502 0.07748  0.4759
O -0.55165 1.91788 -4.33120  -0.9525
H -0.38599 1.69106 -3.41124  0.4760
H -0.39689 1.19164 -4.91689  0.4760
O 5.40002 3.59105 -0.56823  -0.9297
H 5.50596 2.73131 -1.06397  0.4672
H 4.70953 3.42852 0.01195  0.4626
O -3.03386 4.03448 -1.18041  -0.9376
H -2.80092 3.40886 -0.36229  0.4669
H -2.56898 3.60420 -1.91290  0.4706

***

ORCA calculation (ωB97M-V with the def2-TZVPD basis set) on a 4-piece molecular cluster, C3H15NO4 overall in a non-equilibrium geometry.

E_LUMO = 0.0222 Eh
HOMO level = -9.32 eV
E = -478.94258 hartree
Structure (SMILES) = C[C@H](N)CO.O.O.O
Charge = 0
Maximum force = 4.7 eV/Å

Last column: natural (NBO) charge in e.
Cartesian coordinates (Å):
C 0.76679 2.57640 0.97825  -0.6334
C 0.75355 1.55186 -0.19835  -0.0684
N -0.58621 1.52799 -0.98849  -0.8624
C 0.91594 0.08272 0.40201  -0.0678
O 1.11295 -0.71683 -0.67154  -0.7845
H 0.15049 3.45835 0.84231  0.2124
H 0.46566 2.05034 1.94025  0.2038
H 1.75618 2.87649 1.11876  0.2149
H 1.55985 1.64639 -0.90812  0.1939
H -0.36851 1.80224 -1.93339  0.3604
H -1.26009 2.12730 -0.60881  0.3589
H 1.84988 -0.09473 0.95166  0.1823
H -0.14560 -0.33857 0.82127  0.1617
H 0.34169 -1.29378 -0.98176  0.4960
O -0.97426 -2.17768 -1.77973  -0.9601
H -1.12598 -1.21511 -1.58140  0.4962
H -1.07861 -2.19261 -2.77605  0.4898
O 1.07813 -2.86394 1.36589  -0.9842
H 0.95504 -2.16182 2.01223  0.4872
H 1.31061 -2.71790 0.47739  0.4974
O -2.70156 -1.07040 0.20252  -0.9458
H -2.47274 -0.86760 1.18306  0.4678
H -2.30323 -1.98912 0.13206  0.4837

***

ORCA calculation (ωB97M-V with the def2-TZVPD basis set) on a 5-piece molecular cluster, C3H15O6 overall in a non-equilibrium geometry.

E_LUMO = 0.1385 Eh
HOMO level = -5.80 eV
E = -574.74111 hartree
Charge = -1
Maximum force = 3.9 eV/Å

Last column: natural (NBO) charge in e.
Cartesian coordinates (Å):
C -0.04414 -0.96182 -1.95757  -0.0472
O 0.13394 0.38473 -2.13238  -0.8107
C -0.26789 -1.24859 -0.45626  -0.4606
C 1.11056 -0.85757 0.41598  -0.0579
O 0.67625 -0.04811 1.53649  -0.8187
H -1.00513 -1.30741 -2.50289  0.1288
H 0.81812 -1.50087 -2.20798  0.1552
H -0.44048 -2.39924 -0.32199  0.1892
H -1.12186 -0.64474 -0.04580  0.2520
H 1.67426 -1.73073 0.90898  0.1609
H 1.95379 -0.40878 -0.22069  0.1178
H -0.28454 0.37995 1.26172  0.5213
H 2.11893 0.95684 -0.49295  0.4782
H 1.80973 2.14746 -1.46331  0.4725
O 2.51872 1.77658 -0.93031  -0.9684
H -0.02184 -1.29492 2.45066  0.4995
H -0.94873 -1.21330 3.70917  0.4545
O -0.47937 -1.86842 3.11864  -0.9996
H -0.60181 0.99678 -1.72448  0.5035
H -0.75159 2.60232 -0.78457  0.4586
O -1.48428 2.05980 -1.07439  -1.0160
H -2.12810 1.37394 1.79902  0.4491
H -1.74431 1.69139 -0.08394  0.5104
O -1.49023 1.11473 1.19886  -1.1723